Entry 1:
DFT (ωB97M-V/def2-TZVPD) results for a structure of composition C46H44Cl3GeMgN4O5P in a non-equilibrium geometry.

Geometry as ORCA input:
```
! RIJCOSX wB97M-V def2-TZVPD def2/J DEFGRID3
* xyz 1 2
Mg -0.15 -8.94 18.03
C -0.62 -6.63 21.95
O -1.86 -7.16 21.42
C -1.61 -7.73 20.24
N -0.41 -7.54 19.74
C 0.33 -6.69 20.74
C 1.70 -7.19 21.07
C 2.64 -6.24 21.46
C 3.91 -6.63 21.91
C 4.24 -7.99 22.06
C 3.28 -8.92 21.66
C 2.03 -8.55 21.22
C -2.74 -8.46 19.69
C -3.97 -8.35 20.31
C -5.04 -9.00 19.72
C -4.79 -9.78 18.59
C -3.46 -10.02 18.21
N -2.40 -9.33 18.68
C -3.30 -11.12 17.24
N -2.30 -11.80 16.84
C -2.77 -12.76 15.84
C -4.29 -12.76 16.03
O -4.53 -11.57 16.82
C -2.22 -14.13 15.90
C -1.25 -14.49 16.81
C -0.97 -15.84 16.94
C -1.60 -16.82 16.23
C -2.61 -16.44 15.35
C -2.84 -15.10 15.06
H -0.29 -7.31 22.77
H -0.69 -5.58 22.34
H 0.42 -5.71 20.26
H 2.42 -5.18 21.39
H 4.65 -5.84 22.06
H 5.18 -8.34 22.38
H 3.43 -10.00 21.71
H 1.25 -9.31 21.01
H -4.04 -7.66 21.14
H -6.03 -9.04 20.10
H -5.58 -10.32 18.05
H -2.48 -12.37 14.84
H -4.59 -13.61 16.64
H -4.84 -12.69 15.11
H -0.71 -13.76 17.42
H -0.28 -16.22 17.68
H -1.39 -17.88 16.43
H -3.22 -17.25 14.91
H -3.52 -14.81 14.26
O 0.08 -7.22 14.69
C -0.58 -6.98 15.75
O -0.93 -7.91 16.63
C -1.01 -5.62 16.00
C -2.12 -5.33 16.81
C -2.61 -4.05 16.83
C -1.97 -3.05 16.12
C -0.80 -3.33 15.46
C -0.23 -4.59 15.45
H -2.55 -6.15 17.41
H -3.51 -3.83 17.36
H -2.38 -2.05 16.01
H -0.39 -2.57 14.83
H 0.71 -4.81 14.98
Cl 0.18 -11.13 19.35
Ge -0.46 -12.97 20.81
Cl -2.27 -12.09 21.71
Cl 1.13 -12.85 22.31
C 3.50 -6.58 16.99
N 3.82 -8.02 16.99
C 5.21 -8.46 16.67
C 2.98 -8.91 17.43
O 1.76 -8.58 17.71
H 4.25 -6.03 16.45
H 3.39 -6.21 18.04
H 2.51 -6.46 16.48
H 5.78 -7.59 16.30
H 5.23 -9.22 15.86
H 5.67 -8.83 17.57
H 3.32 -9.97 17.47
C 1.90 -9.58 12.55
P 0.69 -10.20 13.76
C 1.30 -11.91 13.81
C 1.45 -12.79 12.71
C 2.02 -14.05 12.86
C 2.54 -14.40 14.10
C 2.45 -13.57 15.23
C 1.79 -12.37 15.07
C -0.77 -10.26 12.64
C -2.00 -9.76 13.15
C -3.09 -9.72 12.34
C -2.99 -10.11 11.01
C -1.78 -10.53 10.49
C -0.64 -10.57 11.29
H 1.94 -10.00 11.54
H 2.94 -9.60 12.94
H 1.72 -8.54 12.48
H 1.08 -12.49 11.70
H 2.05 -14.74 12.02
H 3.00 -15.40 14.15
H 2.83 -13.96 16.16
H 1.64 -11.78 15.97
H -2.06 -9.54 14.23
H -4.03 -9.35 12.73
H -3.86 -10.06 10.35
H -1.70 -10.84 9.44
H 0.32 -10.83 10.86
*
```

The calculation puts the calculated total energy at -173430.0217 eV. For the gap between HOMO and LUMO (alpha / beta), the calculation gives 6.7 / 2.9 eV. For the highest occupied orbital energy (alpha / beta), the calculation gives -9.8 / -9.8 eV.

---

Entry 2:
DFT (ωB97M-V/def2-TZVPD) results for a structure of composition C4H10NO3 in a non-equilibrium geometry.

Geometry as ORCA input:
```
! RIJCOSX wB97M-V def2-TZVPD def2/J DEFGRID3
* xyz -1 1
C -0.06 0.60 1.23
C -0.75 0.77 -0.20
N -1.93 -0.34 -0.60
C -2.55 0.33 0.42
C 3.26 -0.35 -0.19
O 2.21 -0.69 -0.79
O 3.38 0.23 0.93
H -0.54 1.19 2.06
H 0.98 0.89 1.36
H -0.17 -0.48 1.44
H -1.09 1.78 -0.41
H 0.06 0.63 -0.94
H -3.41 0.98 0.39
H -2.65 -0.14 1.44
H 4.13 -0.63 -0.76
H -1.08 -1.67 -1.64
H 0.42 -1.25 -1.63
O -0.20 -1.85 -2.11
*
```

The calculation puts the calculated total energy at -11939.4549 eV. For the energy relative to the best compared isomer or geometry (same formula, charge and spin), the calculation gives 137.02 kcal per mole. For the gap between HOMO and LUMO, the calculation gives 7.1 eV. For the highest occupied orbital energy, the calculation gives -4.5 eV.

---

Entry 3:
DFT (ωB97M-V/def2-TZVPD) results for a structure of composition C25H26MgN7O6S2 in a non-equilibrium geometry.

Geometry as ORCA input:
```
! RIJCOSX wB97M-V def2-TZVPD def2/J DEFGRID3
* xyz 1 1
Mg -0.57 -0.13 -0.32
O 1.00 -2.59 -3.43
C 0.40 -1.93 -2.46
O 0.38 -0.71 -2.24
C -0.37 -2.86 -1.56
C -0.54 -4.26 -1.72
C -1.00 -4.95 -0.62
C -1.50 -4.30 0.53
C -1.43 -2.86 0.49
N -0.78 -2.25 -0.48
C -2.03 -1.94 1.49
O -2.84 -2.46 2.40
O -1.64 -0.76 1.48
H 1.63 -2.03 -3.97
H -0.36 -4.77 -2.67
H -1.07 -6.03 -0.64
H -1.91 -4.85 1.34
H -3.29 -3.22 2.07
N 4.12 -1.88 7.00
C 3.60 -1.62 5.77
C 2.44 -2.28 5.36
C 1.97 -2.16 4.07
C 2.68 -1.24 3.22
C 3.78 -0.55 3.68
C 4.23 -0.69 4.99
S 2.30 -1.29 1.50
O 1.59 -2.56 1.40
O 3.54 -1.04 0.82
N 1.13 -0.24 0.99
C 1.09 1.11 1.23
N 0.13 1.67 0.48
C 0.03 3.00 0.48
C 0.98 3.76 1.16
C 1.97 3.08 1.89
N 1.87 1.76 2.10
H 3.80 -2.77 7.43
H 5.16 -1.73 6.99
H 1.83 -2.77 6.12
H 1.11 -2.66 3.71
H 4.44 0.01 2.95
H 5.02 -0.11 5.48
H -0.74 3.50 -0.06
H 0.79 4.85 1.34
H 2.77 3.56 2.34
C -5.19 0.45 -3.02
C -4.31 1.64 -2.53
C -4.94 2.43 -1.30
C -3.82 2.41 -3.80
C -3.17 0.99 -1.92
N -2.23 0.53 -1.42
H -6.19 0.80 -3.34
H -5.39 -0.27 -2.16
H -4.62 -0.03 -3.77
H -5.93 2.77 -1.51
H -4.30 3.37 -1.17
H -4.86 1.87 -0.35
H -4.68 2.94 -4.25
H -3.43 1.69 -4.55
H -2.98 3.05 -3.49
S 1.20 4.04 -4.85
C 1.80 2.57 -4.22
C 3.12 2.69 -3.84
N 3.65 3.97 -4.05
C 2.75 4.79 -4.43
H 1.16 1.69 -4.25
H 3.68 1.88 -3.43
H 2.92 5.88 -4.53
*
```

The calculation puts the calculated total energy at -76175.0238 eV. For the energy relative to the best compared isomer or geometry (same formula, charge and spin), the calculation gives 27.08 kcal per mole. For the gap between HOMO and LUMO, the calculation gives 5.8 eV. For the highest occupied orbital energy, the calculation gives -9.6 eV.

---

Entry 4:
DFT (ωB97M-V/def2-TZVPD) results for the ion C4H9N6O4 with charge +1 in a non-equilibrium geometry.

Geometry as ORCA input:
```
! RIJCOSX wB97M-V def2-TZVPD def2/J DEFGRID3
* xyz 1 1
O 2.89 -0.61 -1.49
N 2.59 0.31 -0.71
O 3.20 1.49 -0.83
C 1.19 0.53 -0.36
N 0.33 0.24 -1.44
N 0.01 -1.06 -1.40
C 0.44 -1.61 -0.29
C 0.86 -0.52 0.69
N -0.31 -0.33 1.62
N -1.05 0.80 1.44
C -2.36 0.91 1.20
N -3.11 -0.10 0.60
O -4.32 0.04 0.68
O -2.39 -1.05 0.17
H 3.85 1.54 -1.59
H 1.11 1.67 -0.10
H -0.01 0.76 -2.12
H -0.62 -1.62 -2.05
H 0.57 -2.69 -0.05
H 1.84 -0.85 1.14
H -0.89 -1.20 1.39
H -0.79 1.51 2.08
H -3.01 1.83 1.43
*
```

Its structure (SMILES) is O=[N+](O)[C@H]1N[NH+]=C[C@@H]1NNC=[N+]([O-])[O-]. The calculation puts the calculated total energy at -21406.0920 eV. For the energy relative to the best compared isomer or geometry (same formula, charge and spin), the calculation gives 59.93 kcal per mole. For the gap between HOMO and LUMO (alpha / beta), the calculation gives 6.7 / 7.7 eV. For the highest occupied orbital energy (alpha / beta), the calculation gives -11.6 / -12.6 eV.

---

Entry 5:
DFT (ωB97M-V/def2-TZVPD) results for a cluster of 8 separate species, C69H63BClO32P in total in a non-equilibrium geometry.

Geometry as ORCA input:
```
! RIJCOSX wB97M-V def2-TZVPD def2/J DEFGRID3
* xyz 0 1
C -8.86 -2.03 4.81
C -8.51 -1.25 3.41
P -8.09 0.60 3.59
C -7.06 0.96 5.19
C -6.91 1.21 2.17
C -7.35 2.57 1.36
C -6.34 3.11 0.16
C -4.92 2.31 -0.19
Cl -3.86 3.03 -1.53
C -4.48 0.95 0.62
C -5.51 0.39 1.81
C -5.03 -1.01 2.55
O -5.16 -1.28 3.85
C -4.29 -2.12 1.55
C -4.54 -3.75 1.64
C -3.72 -4.77 0.63
C -2.61 -4.26 -0.51
B -1.75 -5.30 -1.49
C -0.60 -6.31 -0.83
O -1.91 -5.37 -2.96
C -2.43 -2.60 -0.59
C -1.36 -1.95 -1.70
C 0.11 -1.93 -0.92
C 1.27 -2.80 -1.71
C 2.79 -2.51 -1.06
C 3.24 -3.65 0.04
C 4.67 -3.30 0.80
C 5.86 -4.40 0.52
C 7.36 -3.87 1.00
O 8.45 -4.46 0.20
C 9.72 -4.53 0.94
C -3.23 -1.55 0.39
C -3.07 0.10 0.34
O -1.89 0.68 0.13
H -10.03 -2.07 5.05
H -8.45 -3.14 4.71
H -8.35 -1.59 5.77
H -7.68 -1.83 2.77
H -9.49 -1.31 2.74
H -5.98 1.35 4.87
H -6.87 0.01 5.85
H -7.58 1.85 5.75
H -8.37 3.12 1.64
H -6.70 4.08 -0.43
H -5.33 -4.12 2.45
H -3.86 -5.95 0.69
H -1.00 -7.40 -0.66
H -0.14 -5.90 0.16
H 0.31 -6.41 -1.60
H -2.66 -4.79 -3.27
H -1.74 -0.87 -1.97
H -1.33 -2.57 -2.69
H -0.01 -2.42 0.16
H 0.38 -0.79 -0.78
H 1.07 -3.95 -1.76
H 1.29 -2.38 -2.83
H 3.52 -2.54 -1.98
H 2.85 -1.45 -0.55
H 2.43 -3.74 0.90
H 3.37 -4.70 -0.48
H 5.08 -2.25 0.44
H 4.52 -3.25 1.97
H 5.68 -5.41 1.12
H 5.97 -4.62 -0.64
H 7.56 -4.13 2.15
H 7.47 -2.69 0.91
H 10.26 -3.48 1.08
H 9.61 -5.03 2.01
H 10.49 -5.21 0.35
O 2.96 4.42 -4.59
C 2.50 3.30 -4.42
C 3.08 2.11 -5.06
C 2.54 0.90 -4.87
O 3.09 -0.23 -5.46
C 1.34 0.72 -4.01
O 0.86 -0.40 -3.87
C 0.77 1.90 -3.35
C 1.31 3.11 -3.54
O 0.79 4.23 -2.93
H 3.95 2.25 -5.68
H 2.52 -0.97 -5.17
H -0.09 1.75 -2.72
H 1.35 4.98 -3.22
O 1.35 -6.94 -8.33
C 0.25 -6.68 -7.87
C -0.97 -7.39 -8.30
C -2.16 -7.07 -7.79
O -3.31 -7.74 -8.18
C -2.31 -5.97 -6.80
O -3.42 -5.68 -6.37
C -1.09 -5.27 -6.36
C 0.10 -5.60 -6.86
O 1.25 -4.95 -6.45
H -0.85 -8.19 -9.02
H -4.04 -7.31 -7.68
H -1.21 -4.49 -5.62
H 1.98 -5.37 -6.95
O -1.51 9.60 0.59
C -1.97 8.47 0.76
C -1.39 7.28 0.12
C -1.93 6.08 0.31
O -1.39 4.95 -0.28
C -3.13 5.89 1.17
O -3.61 4.77 1.31
C -3.70 7.08 1.83
C -3.16 8.29 1.64
O -3.69 9.41 2.26
H -0.52 7.43 -0.50
H -1.95 4.20 0.01
H -4.56 6.93 2.46
H -3.12 10.15 1.96
O -1.24 -4.18 2.79
C -1.16 -4.50 3.97
C -2.18 -4.10 4.96
C -2.05 -4.45 6.24
O -3.00 -4.08 7.17
C -0.88 -5.24 6.72
O -0.78 -5.53 7.90
C 0.12 -5.65 5.72
C -0.01 -5.31 4.44
O 0.93 -5.70 3.50
H -3.02 -3.53 4.60
H -2.68 -4.45 8.03
H 0.96 -6.24 6.08
H 0.62 -5.33 2.65
O -11.33 6.09 5.93
C -10.11 6.16 5.80
C -9.38 5.32 4.83
C -8.05 5.41 4.72
O -7.36 4.63 3.82
C -7.27 6.35 5.57
O -6.05 6.40 5.45
C -8.00 7.21 6.51
C -9.33 7.12 6.62
O -10.03 7.93 7.50
H -9.97 4.64 4.23
H -6.42 4.87 3.93
H -7.42 7.90 7.10
H -10.97 7.68 7.40
O 5.62 3.41 -3.38
C 5.90 3.32 -2.19
C 6.98 2.45 -1.69
C 7.24 2.37 -0.39
O 8.25 1.55 0.09
C 6.46 3.14 0.61
O 6.71 3.03 1.81
C 5.40 4.03 0.11
C 5.13 4.12 -1.19
O 4.14 4.96 -1.67
H 7.54 1.89 -2.43
H 8.24 1.66 1.06
H 4.85 4.61 0.85
H 4.15 4.84 -2.64
O 8.66 2.70 -3.66
C 9.82 3.09 -3.72
C 10.84 2.66 -2.75
C 12.09 3.11 -2.83
O 13.05 2.70 -1.92
C 12.50 4.06 -3.90
O 13.66 4.48 -3.93
C 11.49 4.48 -4.88
C 10.24 4.02 -4.80
O 9.28 4.40 -5.73
H 10.52 1.96 -1.98
H 13.87 3.17 -2.19
H 11.81 5.16 -5.66
H 8.46 3.94 -5.45
*
```

Its structure (SMILES) is CCP(C)c1ccc(Cl)c2c1C(=O)c1ccc(B(C)O)c(CCCCCCCCOC)c1C2=O.O=C1C=C(O)C(=O)C=C1O.O=C1C=C(O)C(=O)C=C1O.O=C1C=C(O)C(=O)C=C1O.O=C1C=C(O)C(=O)C=C1O.O=C1C=C(O)C(=O)C=C1O.O=C1C=C(O)C(=O)C=C1O.O=C1C=C(O)C(=O)C=C1O. The calculation puts the calculated total energy at -160554.9311 eV. For the gap between HOMO and LUMO, the calculation gives 6.5 eV. For the highest occupied orbital energy, the calculation gives -8.3 eV.

---

Entry 6:
DFT (ωB97M-V/def2-TZVPD) results for an isolated molecule of C13H24N2OSi2 in a non-equilibrium geometry.

Geometry as ORCA input:
```
! RIJCOSX wB97M-V def2-TZVPD def2/J DEFGRID3
* xyz 0 1
C -3.80 1.85 -0.05
Si -2.30 1.76 -1.12
C -1.69 3.67 -1.05
C -2.93 1.04 -2.73
N -1.16 0.71 -0.25
C -0.01 0.25 -0.78
O 0.44 0.63 -1.84
N 0.82 -0.58 -0.02
C 0.38 -0.99 1.27
C 0.39 -0.16 2.40
C -0.14 -0.63 3.55
C -0.60 -1.95 3.68
C -0.43 -2.86 2.61
C 0.08 -2.40 1.45
Si 2.47 -0.74 -0.65
C 2.31 -1.46 -2.38
C 3.67 0.67 -0.49
C 3.16 -2.16 0.34
H -4.55 1.14 -0.36
H -3.43 1.82 0.97
H -4.28 2.82 -0.11
H -2.57 4.08 -0.57
H -1.37 4.18 -1.92
H -0.95 3.68 -0.31
H -3.89 1.43 -3.10
H -3.16 -0.02 -2.45
H -2.14 0.97 -3.48
H -1.29 0.62 0.76
H 0.89 0.78 2.27
H -0.30 0.01 4.37
H -1.25 -2.26 4.51
H -0.76 -3.90 2.67
H 0.37 -3.09 0.63
H 1.23 -1.26 -2.52
H 2.87 -0.99 -3.16
H 2.44 -2.50 -2.48
H 3.64 1.14 0.47
H 3.27 1.41 -1.24
H 4.70 0.42 -0.82
H 3.12 -1.70 1.39
H 4.23 -2.40 0.15
H 2.53 -3.02 0.34
*
```

Its structure (SMILES) is C[Si](C)(C)NC(=O)N(c1ccccc1)[Si](C)(C)C. The calculation puts the calculated total energy at -34656.1614 eV. For the energy relative to the best compared isomer or geometry (same formula, charge and spin), the calculation gives 27.36 kcal per mole. For the gap between HOMO and LUMO, the calculation gives 9.8 eV. For the highest occupied orbital energy, the calculation gives -9.1 eV.